C24H31N5OS | ωB97M-V/def2-TZVPD

Values from the calculation:
* highest occupied orbital energy: -8.0155 eV
* SMILES: Cn1cccc1Cc1nnc(SCC(=O)N2CCCCCC2)n1CCc1ccccc1
* energy relative to the best compared isomer or geometry (same formula, charge and spin): 19.2 kcal/mol
* total energy: -1680.3722 a.u.
* orbital gap: 8.7 eV

Bonds (Å) are listed after each position.
CARTESIAN COORDINATES (ANGSTROEM)
1 H -2.18408 2.22030 -3.14299  C51 1.091
2 C 4.79198 1.15618 0.97917  C13 1.530, H19 1.092, H30 1.092, C31 1.530
3 C -1.71227 3.88208 1.33799  C17 1.384, H45 1.080, C54 1.385
4 H 0.33285 3.29318 1.56110  C17 1.080
5 H -5.37899 0.41169 -0.72507  C23 1.073
6 N -4.24191 -2.19873 0.85004  C16 1.364, C27 1.437, C46 1.359
7 H -3.14234 0.99076 0.68168  C36 1.091
8 H 6.72228 0.34178 1.36840  C13 1.092
9 H 5.43004 -0.51925 2.19372  C13 1.091
10 H 2.96913 0.58055 2.00777  C31 1.093
11 H 6.67194 -1.55785 0.06085  C53 1.092
12 C -0.22497 -0.96271 -1.25407  S14 1.737, N29 1.305, N42 1.363
13 C 5.70557 -0.04037 1.25249  C2 1.530, H8 1.092, H9 1.091, C53 1.533
14 S 0.62897 -1.04224 -2.76448  C12 1.737, C44 1.819
15 H 3.24488 -1.49764 1.76637  C55 1.091
16 C -4.11373 -0.88770 0.49683  N6 1.364, C23 1.374, C36 1.496
17 C -0.54469 3.25874 0.93213  C3 1.384, H4 1.080, C43 1.384
18 H 2.45595 -2.29561 0.42488  C55 1.092
19 H 5.04583 1.57624 0.00359  C2 1.092
20 H -5.67712 -3.70944 0.45694  C46 1.072
21 H -3.59109 -2.67547 2.77905  C27 1.094
22 C -5.98961 -1.69975 -0.42256  C23 1.407, C46 1.368, H48 1.072
23 C -5.18326 -0.55376 -0.29880  H5 1.073, C16 1.374, C22 1.407
24 C 4.63212 -2.16009 0.25603  H52 1.092, C53 1.532, C55 1.535, H62 1.092
25 C -2.78683 3.16890 -0.68331  H38 1.082, C47 1.390, C54 1.384
26 N 2.98387 -0.30163 0.13215  C31 1.450, C49 1.343, C55 1.444
27 C -3.37320 -2.92364 1.73587  N6 1.437, H21 1.094, H28 1.089, H33 1.091
28 H -3.52761 -3.99215 1.59325  C27 1.089
29 N 0.20222 -1.44376 -0.11851  C12 1.305, N34 1.346
30 H 4.97090 1.92827 1.73018  C2 1.092
31 C 3.29910 0.82095 0.99356  C2 1.530, H10 1.093, N26 1.450, H32 1.092
32 H 2.73400 1.68459 0.63667  C31 1.092
33 H -2.32886 -2.68104 1.53654  C27 1.091
34 N -0.73001 -1.15479 0.80775  N29 1.346, C41 1.304
35 H -3.21817 0.39866 -1.79918  C37 1.092
36 C -2.94383 -0.05561 0.91870  H7 1.091, C16 1.496, C41 1.488, H58 1.092
37 C -2.17789 0.33336 -2.12326  H35 1.092, N42 1.438, C51 1.538, H61 1.094
38 H -3.66356 3.13603 -1.31598  C25 1.082
39 H -0.56401 1.63577 -2.71727  C51 1.091
40 H -3.74372 4.33490 0.83237  C54 1.080
41 C -1.70314 -0.50580 0.23056  N34 1.304, C36 1.488, N42 1.368
42 N -1.44063 -0.36395 -1.10446  C12 1.363, C37 1.438, C41 1.368
43 C -0.49677 2.59103 -0.27927  C17 1.384, C47 1.389, H57 1.080
44 C 2.29114 -1.21539 -2.04581  S14 1.819, C49 1.524, H56 1.084, H59 1.090
45 H -1.74948 4.40285 2.28354  C3 1.080
46 C -5.38189 -2.69068 0.29867  N6 1.359, H20 1.072, C22 1.368
47 C -1.61999 2.53528 -1.09439  C25 1.390, C43 1.389, C51 1.502
48 H -6.90385 -1.78092 -0.97600  C22 1.072
49 C 2.51123 -0.04226 -1.09807  N26 1.343, C44 1.524, O50 1.220
50 O 2.25729 1.08959 -1.47715  C49 1.220
51 C -1.59211 1.73512 -2.36556  H1 1.091, C37 1.538, H39 1.091, C47 1.502
52 H 4.94831 -2.88860 1.00488  C24 1.092
53 C 5.69729 -1.06837 0.11538  H11 1.092, C13 1.533, C24 1.532, H60 1.092
54 C -2.83226 3.84323 0.52418  C3 1.385, C25 1.384, H40 1.080
55 C 3.26435 -1.60758 0.68072  H15 1.091, H18 1.092, C24 1.535, N26 1.444
56 H 2.36117 -2.19588 -1.58829  C44 1.084
57 H 0.42005 2.12092 -0.60423  C43 1.080
58 H -2.76778 -0.14485 1.99269  C36 1.092
59 H 2.98092 -1.13366 -2.88626  C44 1.090
60 H 5.54960 -0.54003 -0.82911  C53 1.092
61 H -2.12578 -0.25517 -3.04427  C37 1.094
62 H 4.55241 -2.68462 -0.69835  C24 1.092

How positive or negative is each atom? The natural (NBO) charges in e answer that: atom 1 (H): 0.218, atom 2 (C): -0.400, atom 3 (C): -0.223, atom 4 (H): 0.212, atom 5 (H): 0.213, atom 6 (N): -0.323, atom 7 (H): 0.256, atom 8 (H): 0.213, atom 9 (H): 0.194, atom 10 (H): 0.192, atom 11 (H): 0.211, atom 12 (C): 0.171, atom 13 (C): -0.407, atom 14 (S): 0.285, atom 15 (H): 0.206, atom 16 (C): 0.132, atom 17 (C): -0.191, atom 18 (H): 0.242, atom 19 (H): 0.204, atom 20 (H): 0.207, atom 21 (H): 0.197, atom 22 (C): -0.304, atom 23 (C): -0.306, atom 24 (C): -0.409, atom 25 (C): -0.250, atom 26 (N): -0.434, atom 27 (C): -0.417, atom 28 (H): 0.211, atom 29 (N): -0.345, atom 30 (H): 0.209, atom 31 (C): -0.216, atom 32 (H): 0.237, atom 33 (H): 0.242, atom 34 (N): -0.315, atom 35 (H): 0.231, atom 36 (C): -0.490, atom 37 (C): -0.209, atom 38 (H): 0.207, atom 39 (H): 0.239, atom 40 (H): 0.214, atom 41 (C): 0.369, atom 42 (N): -0.382, atom 43 (C): -0.248, atom 44 (C): -0.609, atom 45 (H): 0.213, atom 46 (C): -0.064, atom 47 (C): 0.062, atom 48 (H): 0.220, atom 49 (C): 0.692, atom 50 (O): -0.664, atom 51 (C): -0.457, atom 52 (H): 0.206, atom 53 (C): -0.400, atom 54 (C): -0.215, atom 55 (C): -0.229, atom 56 (H): 0.240, atom 57 (H): 0.244, atom 58 (H): 0.250, atom 59 (H): 0.254, atom 60 (H): 0.197, atom 61 (H): 0.218, atom 62 (H): 0.199

C24H31N5S2 | ωB97M-V/def2-TZVPD

Values from the calculation:
* highest occupied orbital energy: -8.2920 eV
* SMILES: CCCCSC1(SCCCC)N=C(N)[C@]2(C#N)[C@@H](c3ccccc3)NC(C)=C[C@]12C#N
* energy relative to the best compared isomer or geometry (same formula, charge and spin): 1.1 kcal/mol
* total energy: -2003.2856 a.u.
* orbital gap: 8.8 eV

Bonds (Å) are listed after each position.
CARTESIAN COORDINATES (ANGSTROEM)
1 C 4.46410 -0.20791 -0.20880  H14 1.079, C25 1.384, C29 1.390
2 C 4.24751 -1.13643 -2.80969  C32 1.384, H39 1.080, C50 1.385
3 H -4.19451 5.20474 -0.14323  C13 1.087
4 H -2.01938 -2.32339 -1.82120  C56 1.091
5 S -1.19873 -1.85199 0.37793  C44 1.853, C56 1.824
6 C -3.04812 1.90699 -0.48524  C15 1.518, S36 1.824, H49 1.089, H60 1.089
7 H 6.27959 -0.50604 -3.04234  C50 1.080
8 H -2.62456 3.81119 -2.36537  C62 1.093
9 H 1.86214 -3.11268 3.47645  C31 1.090
10 H -4.14361 -3.64201 -2.43280  C48 1.093
11 H -3.03404 -1.14649 -0.94850  C56 1.089
12 C 0.55124 0.71184 -1.01243  N17 1.277, C26 1.529, N54 1.339
13 C -4.10030 4.79954 -1.14793  H3 1.087, H22 1.087, H27 1.088, C62 1.524
14 H 4.54594 0.15410 0.80464  C1 1.079
15 C -2.28529 3.21005 -0.32470  C6 1.518, H52 1.093, H55 1.092, C62 1.530
16 H 1.36143 -1.59185 -0.10318  C37 1.105
17 N -0.69058 0.41781 -0.97621  C12 1.277, C44 1.415
18 H -3.87259 -2.95087 0.53083  C46 1.092
19 N 2.86488 2.51754 0.71149  C20 1.144
20 C 2.17282 1.61700 0.57274  N19 1.144, C26 1.436
21 N -0.34243 2.73946 2.31905  C34 1.143
22 H -4.85156 4.02486 -1.27899  C13 1.087
23 H -4.99607 -5.45191 -0.93733  C53 1.088
24 H 0.98135 -1.97956 4.50868  C31 1.085
25 C 5.54326 -0.11782 -1.06999  C1 1.384, C50 1.385, H59 1.079
26 C 1.29990 0.50809 0.30562  C12 1.529, C20 1.436, C37 1.557, C42 1.550
27 H -4.30887 5.59504 -1.85980  C13 1.088
28 H 2.71475 -1.75922 4.22670  C31 1.089
29 C 3.26613 -0.76097 -0.64579  C1 1.390, C32 1.390, C37 1.505
30 H -6.32200 -4.63078 -1.76310  C53 1.087
31 C 1.77375 -2.06742 3.77268  H9 1.090, H24 1.085, H28 1.089, C58 1.495
32 C 3.16738 -1.22977 -1.95011  C2 1.384, C29 1.390, H35 1.081
33 H -1.98314 5.07794 -1.31789  C62 1.092
34 C -0.15825 1.71243 1.85157  N21 1.143, C42 1.449
35 H 2.24083 -1.67038 -2.28960  C32 1.081
36 S -2.68448 0.69266 0.82572  C6 1.824, C44 1.839
37 C 2.07854 -0.84030 0.27451  H16 1.105, C26 1.557, C29 1.505, N43 1.444
38 H -0.42887 -0.54937 3.19057  C41 1.076
39 H 4.16140 -1.50442 -3.82122  C2 1.080
40 H 2.12734 1.49104 -2.04137  N54 1.005
41 C 0.34154 -0.52647 2.43944  H38 1.076, C42 1.497, C58 1.337
42 C 0.10752 0.40312 1.28963  C26 1.550, C34 1.449, C41 1.497, C44 1.569
43 N 2.47800 -1.15154 1.62644  C37 1.444, C58 1.384, H61 1.009
44 C -1.05884 -0.00460 0.32316  S5 1.853, N17 1.415, S36 1.839, C42 1.569
45 H -5.12688 -2.46266 -1.56341  C48 1.092
46 C -3.44912 -3.20519 -0.44299  H18 1.092, H47 1.092, C48 1.527, C56 1.519
47 H -2.88870 -4.13625 -0.33076  C46 1.092
48 C -4.57342 -3.39858 -1.45800  H10 1.093, H45 1.092, C46 1.527, C53 1.523
49 H -2.82661 1.42970 -1.43921  C6 1.089
50 C 5.43659 -0.57803 -2.37166  C2 1.385, H7 1.080, C25 1.385
51 H 0.65748 1.30154 -2.94046  N54 1.005
52 H -1.21564 3.00979 -0.42673  C15 1.093
53 C -5.52711 -4.50721 -1.03131  H23 1.088, H30 1.087, C48 1.523, H57 1.088
54 N 1.19741 1.11699 -2.11284  C12 1.339, H40 1.005, H51 1.005
55 H -2.44860 3.60633 0.67922  C15 1.092
56 C -2.50535 -2.09559 -0.87190  H4 1.091, S5 1.824, H11 1.089, C46 1.519
57 H -5.97787 -4.27137 -0.07008  C53 1.088
58 C 1.47805 -1.21579 2.58053  C31 1.495, C41 1.337, N43 1.384
59 H 6.46915 0.31455 -0.72235  C25 1.079
60 H -4.12204 2.05990 -0.38623  C6 1.089
61 H 3.18428 -1.86969 1.69318  N43 1.009
62 C -2.69518 4.25156 -1.36731  H8 1.093, C13 1.524, C15 1.530, H33 1.092

How positive or negative is each atom? The natural (NBO) charges in e answer that: atom 1 (C): -0.147, atom 2 (C): -0.217, atom 3 (H): 0.205, atom 4 (H): 0.210, atom 5 (S): 0.191, atom 6 (C): -0.519, atom 7 (H): 0.217, atom 8 (H): 0.189, atom 9 (H): 0.219, atom 10 (H): 0.193, atom 11 (H): 0.231, atom 12 (C): 0.496, atom 13 (C): -0.607, atom 14 (H): 0.224, atom 15 (C): -0.414, atom 16 (H): 0.234, atom 17 (N): -0.570, atom 18 (H): 0.210, atom 19 (N): -0.280, atom 20 (C): 0.298, atom 21 (N): -0.293, atom 22 (H): 0.196, atom 23 (H): 0.200, atom 24 (H): 0.233, atom 25 (C): -0.224, atom 26 (C): -0.225, atom 27 (H): 0.209, atom 28 (H): 0.225, atom 29 (C): -0.082, atom 30 (H): 0.208, atom 31 (C): -0.641, atom 32 (C): -0.190, atom 33 (H): 0.205, atom 34 (C): 0.312, atom 35 (H): 0.218, atom 36 (S): 0.218, atom 37 (C): -0.041, atom 38 (H): 0.240, atom 39 (H): 0.216, atom 40 (H): 0.415, atom 41 (C): -0.308, atom 42 (C): -0.235, atom 43 (N): -0.622, atom 44 (C): -0.054, atom 45 (H): 0.197, atom 46 (C): -0.406, atom 47 (H): 0.197, atom 48 (C): -0.388, atom 49 (H): 0.232, atom 50 (C): -0.204, atom 51 (H): 0.413, atom 52 (H): 0.205, atom 53 (C): -0.599, atom 54 (N): -0.784, atom 55 (H): 0.216, atom 56 (C): -0.518, atom 57 (H): 0.203, atom 58 (C): 0.243, atom 59 (H): 0.218, atom 60 (H): 0.224, atom 61 (H): 0.396, atom 62 (C): -0.391

C24H31NO3 | ωB97M-V/def2-TZVPD

Values from the calculation:
* highest occupied orbital energy: -8.6717 eV
* SMILES: CCCCCOc1ccc(C(=O)NCC2(c3ccccc3)CCOCC2)cc1
* energy relative to the best compared isomer or geometry (same formula, charge and spin): 7.4 kcal/mol
* total energy: -1213.6160 a.u.
* orbital gap: 9.3 eV

Bonds (Å) are listed after each position.
CARTESIAN COORDINATES (ANGSTROEM)
1 C -7.69691 -3.15257 -0.33080  H28 1.088, H30 1.088, C32 1.524, H50 1.087
2 H -3.14164 3.99386 -0.83236  C55 1.078
3 C -5.64581 0.14608 -0.31171  H8 1.092, C14 1.530, C37 1.526, H52 1.092
4 C 5.26398 0.03190 0.03111  C27 1.389, C42 1.395, C45 1.531
5 C 8.05735 0.16202 -0.24671  H11 1.080, C15 1.384, C31 1.381
6 C -1.19800 0.96549 0.51070  C22 1.383, H24 1.081, C46 1.389
7 C 3.47395 -1.17267 1.25628  H16 1.090, C45 1.547, C57 1.530, H58 1.092
8 H -6.06923 0.59548 -1.21223  C3 1.092
9 H -7.20027 -1.61275 -1.74596  C32 1.092
10 H 7.93077 -1.90788 -0.78023  C15 1.080
11 H 9.13029 0.21447 -0.35501  C5 1.080
12 H -3.07730 0.19320 1.12503  C22 1.079
13 H 7.84119 2.21134 0.32100  C31 1.080
14 C -5.44824 1.24762 0.73148  C3 1.530, H19 1.094, H35 1.097, O53 1.413
15 C 7.38479 -1.02386 -0.48447  C5 1.384, H10 1.080, C42 1.381
16 H 4.23566 -1.94975 1.18873  C7 1.090
17 H 5.44248 2.11225 0.56441  C27 1.077
18 H 3.52298 1.55708 1.53634  C36 1.095
19 H -6.40587 1.73004 0.94687  C14 1.094
20 N 1.69305 1.30308 0.60358  C36 1.442, H49 1.006, C54 1.358
21 H 1.63226 -1.79618 -2.06338  C26 1.092
22 C -2.57385 1.01796 0.64567  C6 1.383, H12 1.079, C29 1.392
23 H 3.41859 1.99245 -0.19752  C36 1.094
24 H -0.68601 0.08406 0.87160  C6 1.081
25 H 1.03066 -0.62832 -0.86916  C26 1.098
26 C 1.85188 -1.31837 -1.10587  H21 1.092, H25 1.098, O43 1.411, C48 1.530
27 C 5.95629 1.21290 0.26900  C4 1.389, H17 1.077, C31 1.386
28 H -7.28034 -3.61766 0.56004  C1 1.088
29 C -3.28338 2.11610 0.16641  C22 1.392, O53 1.356, C55 1.399
30 H -8.67350 -2.74511 -0.07876  C1 1.088
31 C 7.33416 1.27663 0.13084  C5 1.381, H13 1.080, C27 1.386
32 C -6.77455 -2.05283 -0.84173  C1 1.524, H9 1.092, C37 1.527, H59 1.092
33 H 3.90197 -1.22407 -1.68392  C48 1.090
34 H 3.04190 0.30745 -1.83739  C48 1.091
35 H -5.05766 0.83184 1.66876  C14 1.097
36 C 3.13337 1.25468 0.55833  H18 1.095, N20 1.442, H23 1.094, C45 1.545
37 C -6.56736 -0.95647 0.20093  C3 1.526, C32 1.527, H39 1.093, H56 1.092
38 C -1.21662 3.08027 -0.60817  C46 1.395, H47 1.079, C55 1.375
39 H -6.14061 -1.39625 1.10597  C37 1.093
40 H 2.07672 -2.72686 1.80185  C57 1.094
41 H 5.51989 -2.02621 -0.53981  C42 1.081
42 C 6.01162 -1.08358 -0.34584  C4 1.395, C15 1.381, H41 1.081
43 O 1.88343 -2.36226 -0.15769  C26 1.411, C57 1.404
44 H 1.29787 -1.17724 1.41574  C57 1.101
45 C 3.74567 -0.10883 0.16634  C4 1.531, C7 1.547, C36 1.545, C48 1.547
46 C -0.49879 1.99117 -0.11322  C6 1.389, C38 1.395, C54 1.488
47 H -0.67442 3.86634 -1.11095  C38 1.079
48 C 3.18084 -0.56611 -1.19945  C26 1.530, H33 1.090, H34 1.091, C45 1.547
49 H 1.22968 0.95825 1.42712  N20 1.006
50 H -7.83081 -3.92114 -1.08808  C1 1.087
51 O 1.49606 2.51975 -1.28654  C54 1.217
52 H -4.67679 -0.27922 -0.58205  C3 1.092
53 O -4.62426 2.29559 0.26171  C14 1.413, C29 1.356
54 C 0.97290 1.97131 -0.33403  N20 1.358, C46 1.488, O51 1.217
55 C -2.58152 3.15027 -0.46147  H2 1.078, C29 1.399, C38 1.375
56 H -7.53447 -0.52485 0.46894  C37 1.092
57 C 2.11301 -1.86164 1.13412  C7 1.530, H40 1.094, O43 1.404, H44 1.101
58 H 3.56018 -0.71373 2.24381  C7 1.092
59 H -5.80726 -2.48454 -1.10816  C32 1.092

How positive or negative is each atom? The natural (NBO) charges in e answer that: atom 1 (C): -0.600, atom 2 (H): 0.227, atom 3 (C): -0.424, atom 4 (C): 0.093, atom 5 (C): -0.208, atom 6 (C): -0.195, atom 7 (C): -0.429, atom 8 (H): 0.208, atom 9 (H): 0.196, atom 10 (H): 0.212, atom 11 (H): 0.211, atom 12 (H): 0.210, atom 13 (H): 0.211, atom 14 (C): -0.057, atom 15 (C): -0.210, atom 16 (H): 0.218, atom 17 (H): 0.212, atom 18 (H): 0.196, atom 19 (H): 0.195, atom 20 (N): -0.625, atom 21 (H): 0.195, atom 22 (C): -0.263, atom 23 (H): 0.242, atom 24 (H): 0.208, atom 25 (H): 0.161, atom 26 (C): -0.065, atom 27 (C): -0.241, atom 28 (H): 0.200, atom 29 (C): 0.319, atom 30 (H): 0.201, atom 31 (C): -0.208, atom 32 (C): -0.386, atom 33 (H): 0.214, atom 34 (H): 0.236, atom 35 (H): 0.168, atom 36 (C): -0.223, atom 37 (C): -0.393, atom 38 (C): -0.135, atom 39 (H): 0.193, atom 40 (H): 0.194, atom 41 (H): 0.209, atom 42 (C): -0.236, atom 43 (O): -0.529, atom 44 (H): 0.138, atom 45 (C): -0.107, atom 46 (C): -0.184, atom 47 (H): 0.236, atom 48 (C): -0.436, atom 49 (H): 0.397, atom 50 (H): 0.210, atom 51 (O): -0.628, atom 52 (H): 0.205, atom 53 (O): -0.488, atom 54 (C): 0.672, atom 55 (C): -0.260, atom 56 (H): 0.195, atom 57 (C): -0.057, atom 58 (H): 0.208, atom 59 (H): 0.196